{
  "formula": "C2H8NO2",
  "method": "ωB97M-V/def2-TZVPD",
  "total_charge": 1,
  "homo_energy_ha": -0.5410,
  "e_above_lowest_kcal_mol": 52.6,
  "elements": ["O", "C", "C", "N", "H", "H", "H", "H", "H", "H", "H", "H", "O"],
  "positions_angstrom": [[-1.5598, -0.9290, -0.1074], [-1.5603, 0.0161, -0.9267], [-0.0606, 0.5832, -1.2839], [0.9657, -0.0726, -0.3854], [-2.4100, 0.1965, -1.6952], [0.1402, 0.5420, -2.3627], [0.0875, 1.5786, -0.8108], [1.8419, 0.4832, -0.4765], [0.5346, 0.0226, 0.6615], [1.3245, -0.9916, -0.5568], [0.6782, 0.1554, 2.6877], [-0.1182, -1.0927, 3.0106], [0.1364, -0.4916, 2.2457]],
  "forces_ev_per_angstrom": [[-0.624, 3.589, -2.452], [1.980, -3.976, 0.293], [-1.444, 0.634, 1.653], [-0.125, 1.529, 1.539], [1.069, 0.284, 1.561], [0.171, -0.007, 0.507], [-0.869, 0.084, -1.388], [-0.808, -0.068, 0.378], [1.115, -1.245, -2.138], [-0.725, -1.248, -0.147], [0.373, 0.535, 0.525], [0.177, 0.785, -1.669], [-0.290, -0.897, 1.337]]
}